Entry 1:
Molecular formula: B4H16Tl
Method: DFT, the ωB97M-V functional and the def2-TZVPD basis

```
21
Properties=species:S:1:pos:R:3:forces:R:3
Tl -14.4913 -2.4010 10.4644 -0.4890 -1.2788 -0.2934
B -16.7581 -4.1026 9.1479 1.1263 1.6710 -0.9182
H -16.1535 -3.9151 8.2741 2.3095 0.5001 -3.2152
H -16.1983 -4.4261 10.0117 2.9447 -2.3981 3.8712
H -17.1823 -3.1750 9.4998 -2.1918 4.1374 0.9298
H -17.5859 -4.7770 8.9928 -3.1173 -2.9551 -0.0987
B -14.9411 -1.6035 13.4677 0.9907 -0.9297 -1.0899
H -13.9142 -1.6817 13.1458 3.7873 -0.4908 -1.2035
H -15.0223 -1.0347 14.3810 -1.4441 2.1497 3.6154
H -15.4192 -0.9975 12.7138 -1.8008 3.6622 -3.4399
H -15.3430 -2.6015 13.5494 -1.3269 -4.2186 1.2043
B -13.7717 -4.6408 12.8624 1.3753 -3.4036 -1.0943
H -13.1202 -5.2014 13.5146 2.6539 -1.8858 2.2079
H -14.6506 -4.4116 13.4448 -3.8637 2.4496 2.3679
H -13.4203 -3.6807 12.5175 0.8446 5.4822 -1.3275
H -14.0544 -5.2307 12.0043 -1.0828 -2.3382 -3.1312
B -13.0513 -1.7187 7.9214 -0.9436 0.8622 2.4682
H -12.3156 -1.5521 8.6929 3.0475 0.9874 2.8997
H -13.8568 -1.0058 7.8369 -2.8581 3.2706 -0.1118
H -12.5970 -1.7555 6.9434 1.9457 -0.5849 -3.8329
H -13.5385 -2.6780 8.0035 -1.9075 -4.6887 0.1923
```
Positions in Å, forces in eV/Å.

Properties
E = -7643.1596 eV
Charge = -1
HOMO-LUMO gap = 3.81 eV

=====

Entry 2:
Molecular formula: C19H43OP3ReS
Method: DFT, the ωB97M-V functional and the def2-TZVPD basis

```
68
Properties=species:S:1:pos:R:3:forces:R:3
Re -0.3174 0.2079 -1.3397 -6.1279 -1.6116 -3.4900
P 0.9803 0.9128 0.3090 4.5902 2.4797 5.9726
P -1.1504 2.4631 -1.9602 -0.5170 2.6939 -1.0024
P 1.5914 -0.2375 -2.5454 3.4865 -0.6580 -2.3991
H -1.1012 -4.7286 0.5753 0.2373 0.3060 0.0813
C -0.0684 -4.3975 0.4476 0.2867 1.5188 -0.6156
C 0.6969 -3.8485 1.4048 -0.0698 -0.4237 0.2920
H 0.3199 -3.5829 2.3909 -0.0113 -0.6309 0.0413
C 0.3894 0.8683 2.0850 -1.0756 -0.2223 -0.2630
C 1.7779 2.5992 0.3396 -0.2492 0.5677 -0.9257
C 2.5616 0.0106 0.7405 0.1283 -0.9626 -0.8624
C -2.9142 2.2289 -2.4335 0.1481 -0.7615 -0.0315
C -1.2595 3.9636 -0.8440 0.3278 -0.4367 0.6175
C -0.3513 3.2652 -3.4773 0.1269 -0.8181 0.6291
C 2.3841 -1.8062 -2.0119 -0.5587 0.2393 0.4240
C 2.9849 0.9917 -2.6250 -0.5281 0.2303 0.2064
C 1.2288 -0.5232 -4.3257 -0.3315 0.0751 0.4360
H 0.3040 -4.3019 -0.5890 -0.0306 -1.1832 0.5502
H 1.7911 -3.8195 1.3279 -0.4003 0.5511 -0.4224
H -0.0225 -0.1187 2.3084 0.2020 0.0798 -0.0442
H -0.3943 1.5987 2.2943 0.2262 0.0244 -0.1296
H 1.2094 1.0376 2.7907 0.1258 0.0881 -0.5079
H 1.0518 3.4122 0.3275 0.0653 -0.1838 0.1329
H 2.4140 2.7595 -0.5381 -0.0333 -0.1767 0.1590
H 2.4036 2.7219 1.2369 -0.3214 -0.4343 -0.1818
H 2.3418 -1.0216 1.0186 -0.0757 -0.0213 0.0508
H 3.0643 0.4898 1.5844 -0.4437 0.2472 -0.0827
H 3.2765 -0.0183 -0.0836 -0.1566 0.1283 0.2226
H -2.9851 2.2665 -3.5285 -0.0383 -0.1436 0.2460
H -3.5062 3.0526 -2.0128 0.1889 -0.2826 -0.0749
H -3.2744 1.2558 -2.0528 -0.1092 0.5940 -0.2460
H -0.8107 4.8401 -1.3371 0.0472 -0.4823 -0.0098
H -0.7450 3.8087 0.1139 -0.4222 0.2215 -0.2481
H -2.3193 4.1993 -0.6719 0.3263 -0.2451 0.0618
H -0.8124 4.2390 -3.6889 -0.2361 -0.2927 0.2482
H -0.4801 2.6075 -4.3480 0.1273 0.1873 0.1594
H 0.7134 3.4674 -3.2850 -0.2611 -0.1888 -0.0719
H 2.9668 -2.1710 -2.8679 -0.1143 0.0286 0.1865
H 1.5893 -2.5183 -1.7468 0.3600 -0.0682 -0.0955
H 3.0310 -1.6364 -1.1410 -0.2160 -0.2572 -0.4536
H 3.6050 0.7134 -3.4882 -0.1680 -0.0496 0.1913
H 3.6046 0.9743 -1.7180 -0.2382 0.0141 -0.3860
H 2.6065 2.0140 -2.7886 0.1675 -0.3814 0.0002
H 2.1557 -0.8372 -4.8125 -0.1034 0.0202 -0.0146
H 0.8526 0.4015 -4.7828 0.1882 -0.1881 -0.0027
H 0.4645 -1.3041 -4.4213 0.2683 0.1557 -0.0711
C -1.9939 -1.7980 -3.4463 0.4773 0.1302 -0.3975
C -3.0947 -1.0946 -4.0148 -0.5305 0.9950 -0.4318
C -3.4204 -1.1939 -5.3539 -0.5904 0.6585 0.8901
C -2.7792 -2.1180 -6.1882 0.2096 -0.0489 -0.1870
C -1.8306 -2.9723 -5.6074 0.8317 -1.0619 0.6013
C -1.4523 -2.8445 -4.2801 0.5472 -0.3393 -0.3032
O -1.4510 -1.4141 -2.2929 0.5390 0.7928 -0.4715
H -0.0947 0.9138 -2.8950 0.0633 -0.6486 1.2693
H -3.6053 -0.3610 -3.3991 -0.0258 -0.1617 -0.0795
H -4.1830 -0.5456 -5.7873 0.0970 -0.1595 0.2736
H -2.9850 -2.1615 -7.2585 -0.0749 -0.0518 0.2879
H -1.3883 -3.7628 -6.2356 -0.1160 0.4428 0.4880
H -0.6710 -3.4927 -3.8788 -0.2583 0.0937 -0.0545
C -2.7234 1.2648 1.2780 -0.4113 0.1258 0.1220
S -2.3978 -0.1389 0.2011 0.5395 0.1765 -0.5025
C -2.3281 -1.4564 1.4305 0.3611 -0.0853 -0.0367
H -2.1611 2.1516 0.9850 -0.0984 -0.1398 0.0862
H -2.4760 0.9401 2.2880 -0.0655 0.3228 -0.0030
H -3.7976 1.4567 1.2002 0.1469 0.0742 0.1296
H -3.3003 -1.4215 1.9254 0.0742 -0.1627 0.0186
H -2.1669 -2.3935 0.9024 -0.0890 -0.0573 0.1033
H -1.5044 -1.2515 2.1216 -0.4140 -0.2424 -0.0796
```
Positions in Å, forces in eV/Å.

Properties
E = -63234.2843 eV
Charge = +4
Expectation value of S² = 3.79
HOMO-LUMO gap (spin up / spin down) = 4.74 / 3.77 eV
2S+1 = 4

=====

Entry 3:
Molecular formula: C34H47Cl2F3HoN3PS2
Method: DFT, the ωB97M-V functional and the def2-TZVPD basis

```
93
Properties=species:S:1:pos:R:3:forces:R:3
Ho 0.5864 -1.4367 0.7012 -0.6957 -1.0931 0.9371
C 2.0936 -2.8944 -0.8283 -0.0100 -0.2779 -0.4843
C 2.0381 -3.7379 0.3010 0.1275 0.0434 -0.2654
C 0.7401 -4.2596 0.3980 -0.0909 0.1243 0.0199
C -0.0314 -3.7354 -0.6525 0.2969 -0.0475 -0.3839
C 0.8011 -2.8931 -1.4293 0.1419 -0.3835 -0.2627
H 3.0036 -2.5544 -1.3044 -0.1118 0.2832 0.1739
H 2.8793 -4.0306 0.9134 -0.0796 0.1550 0.1228
H 0.4177 -5.0009 1.1146 -0.0699 0.1868 0.1247
H -1.0214 -4.0686 -0.9307 -0.0907 0.2537 0.1476
H 0.5812 -2.5955 -2.4459 -0.0451 0.3305 0.1807
F -0.1754 -3.6169 5.7637 -0.0161 0.1582 0.1100
C -0.5197 -4.6092 4.9154 0.0966 -0.0415 0.2079
F 0.6099 -5.2335 4.5625 0.0415 -0.0044 -0.1338
F -1.2322 -5.4796 5.6345 -0.2871 -0.1716 0.0047
C -1.2901 -4.0862 3.7358 -0.0430 0.0295 -0.2208
C -2.5536 -4.5588 3.4402 0.1426 0.1591 -0.0516
C -3.2211 -4.0436 2.3362 0.1320 0.0243 0.0457
C -2.5743 -3.1073 1.5532 -0.1872 -0.0002 -0.1390
N -1.3466 -2.6546 1.8058 0.2229 -0.2491 0.4031
C -0.7082 -3.1159 2.9040 -0.3746 0.0172 -0.0316
S 0.8380 -2.4283 3.2235 0.7465 0.0109 -0.1292
H -3.0054 -5.3123 4.0650 -0.0823 -0.0674 0.0615
H -4.2164 -4.3755 2.0955 -0.1060 0.0132 -0.1046
H -3.0612 -2.6922 0.6796 -0.0175 -0.0116 -0.0644
S -1.3283 0.5049 2.3692 -0.1578 -0.1662 -0.9517
C -0.9903 0.8067 3.9799 0.3346 -0.5962 0.3706
N -0.5508 -0.2059 4.7958 -0.2352 0.5102 -0.0032
C -0.3735 -0.0329 6.1117 -0.0191 0.2826 0.2312
C -0.6009 1.1965 6.6666 -0.0166 -0.0366 -0.2258
C -0.9433 2.2265 5.7681 0.1540 -0.3422 0.6331
N -1.1419 2.0311 4.4952 -0.1449 0.3974 -0.4508
H -0.2617 -1.0955 4.3528 -0.0225 0.1527 -0.0336
H -0.0401 -0.8974 6.6664 0.0090 -0.0629 0.0373
H -0.4965 1.3655 7.7221 0.0757 0.0416 0.1391
H -1.0332 3.2503 6.1066 -0.0835 0.0610 0.1323
Cl 1.7692 0.9083 2.3113 0.1490 0.2873 0.1148
C 3.4848 0.4846 2.1489 -0.0416 0.1075 0.0430
Cl 3.5062 -1.1619 1.4900 0.4294 -0.0205 0.0151
H 3.9632 0.5026 3.1281 -0.0974 -0.0599 -0.2084
H 3.9588 1.1664 1.4434 -0.0566 -0.1550 0.0942
C -0.2203 5.1422 -0.4449 0.0117 -0.0033 0.2012
C 0.8975 4.3848 0.2647 0.0505 0.0985 -0.2013
C 1.2421 3.1142 -0.5217 0.0285 0.0569 0.0916
C -0.0211 2.4848 -1.1351 -0.0104 -0.5006 0.0573
C -1.2464 2.8297 -0.2916 -0.0508 0.0924 -0.0911
C -1.5235 4.3346 -0.3971 0.0071 -0.0561 -0.0402
P 0.2095 0.6461 -1.3652 -0.1753 0.5086 -1.2027
C 1.6510 0.5113 -2.5617 -0.1452 -0.0304 0.5028
C 2.9795 0.4919 -1.7997 -0.0112 -0.3119 0.0337
C 4.0943 -0.0834 -2.6823 -0.0521 0.0404 -0.0158
C 3.8839 0.3025 -4.1512 0.0799 0.1927 -0.0258
C 3.1619 1.6410 -4.2457 -0.0189 -0.1656 -0.1838
C 1.7267 1.5312 -3.7059 0.0778 0.0217 -0.0270
C -1.2166 0.0761 -2.4543 0.2557 -0.1450 0.4632
C -1.7281 1.0487 -3.5379 -0.0035 0.1963 0.0682
C -3.2105 1.3738 -3.3868 0.0411 -0.1435 -0.1237
C -4.0638 0.1092 -3.3764 -0.0008 0.1250 0.0541
C -3.4846 -0.9853 -2.4618 -0.0037 -0.0645 0.1962
C -2.3577 -0.4538 -1.5760 -0.0093 -0.2114 -0.0746
H 0.0751 5.3156 -1.4816 0.0489 0.0722 -0.0502
H -0.3696 6.1184 0.0140 0.0142 0.0693 -0.0607
H 0.5788 4.1216 1.2745 0.0013 0.0314 0.0935
H 1.7835 5.0153 0.3510 0.0314 -0.0451 0.0861
H 1.7375 2.4004 0.1435 0.0289 0.0813 -0.1140
H 1.9420 3.3632 -1.3217 0.0699 -0.0264 0.0033
H -0.1874 2.9192 -2.1271 0.0914 -0.1431 0.0550
H -1.0748 2.5469 0.7466 -0.0409 -0.0388 -0.0649
H -2.1199 2.2788 -0.6386 -0.0560 -0.0379 0.0906
H -2.1247 4.6433 0.4577 -0.0647 0.0160 0.0158
H -2.1079 4.5378 -1.2965 -0.0838 0.0152 0.0073
H 1.5190 -0.4884 -2.9972 -0.0207 0.0513 0.0930
H 2.8724 -0.1145 -0.8891 0.1518 0.1790 -0.1001
H 3.2446 1.5046 -1.4993 -0.0501 0.0556 0.1180
H 4.1188 -1.1699 -2.6011 0.0615 -0.0767 0.0807
H 5.0565 0.2930 -2.3319 0.0464 -0.0543 0.0118
H 3.2905 -0.4561 -4.6627 -0.0099 -0.0904 -0.0695
H 4.8440 0.3576 -4.6629 0.0020 -0.0821 -0.0512
H 3.1266 1.9770 -5.2821 0.0473 0.1043 0.0227
H 3.7282 2.3838 -3.6813 -0.0026 0.1086 -0.0035
H 1.0601 1.2259 -4.5117 -0.0914 0.0065 -0.0290
H 1.4115 2.5211 -3.3812 -0.1256 0.0415 0.0304
H -0.7998 -0.8070 -2.9589 0.0364 0.1215 0.1108
H -1.5744 0.6035 -4.5224 0.0717 -0.0074 -0.0313
H -1.1671 1.9809 -3.5238 0.0733 0.0034 -0.1358
H -3.5140 2.0045 -4.2217 -0.0480 0.1228 0.0454
H -3.3844 1.9431 -2.4740 0.0276 0.1080 0.0679
H -4.1418 -0.2715 -4.3939 -0.0849 -0.0318 -0.0595
H -5.0679 0.3769 -3.0500 -0.0868 -0.0655 -0.0712
H -3.0855 -1.8026 -3.0657 -0.0072 -0.0848 0.0047
H -4.2800 -1.3996 -1.8392 0.0545 -0.0980 -0.0245
H -1.9658 -1.2667 -0.9360 -0.1345 0.1409 -0.0756
H -2.7497 0.3199 -0.9148 0.0600 0.0108 0.1162
```
Positions in Å, forces in eV/Å.

Properties
E = -130443.7656 eV
Charge = +1
Expectation value of S² = 6.01
HOMO-LUMO gap (spin up / spin down) = 8.12 / 8.15 eV
2S+1 = 5

=====

Entry 4:
Molecular formula: C30H55BBrCl12FN3O3
Method: DFT, the ωB97M-V functional and the def2-TZVPD basis

```
106
Properties=species:S:1:pos:R:3:forces:R:3
C -6.8900 3.9640 -0.5287 -0.9624 0.3148 -0.7497
C -5.6946 3.3035 -1.4365 0.7262 -0.0824 0.0192
B -4.6555 2.4962 -0.4525 -0.9766 -1.1457 0.6525
O -5.1202 1.2250 0.2069 1.9211 1.1134 -3.2042
C -3.0871 2.9231 -0.1288 4.1159 -1.7424 -0.1985
C -1.8854 1.8218 -0.5036 -2.1610 5.3687 1.8582
C -2.2234 0.3523 -1.1154 -0.0557 -1.3686 1.3490
C -0.9985 -0.4318 -1.8591 2.1122 3.9786 -6.6768
O -0.5392 0.1236 -3.0123 -2.9354 -3.8585 7.7704
Br -0.1469 -2.1351 -1.2244 -1.2420 1.9421 -0.2451
N -0.6200 2.5474 -0.1187 -4.1272 2.3447 0.0659
C 0.7852 1.9832 -0.2921 2.1864 -0.3815 0.3370
C 1.1648 0.9317 0.9510 0.1244 0.5999 0.4267
C 0.2209 1.1300 2.2800 0.3994 -1.0673 0.8951
C -1.0924 0.0951 2.3124 -0.6162 1.4793 -0.5581
O -1.2134 -0.5700 3.6202 -0.7435 1.7812 -1.0073
C -1.8728 0.2819 4.6222 -0.1142 0.2887 1.6594
C -0.9762 3.9392 0.4480 -1.2873 -1.8911 -0.8022
C 0.2207 4.9521 0.9053 0.2582 0.4412 -0.4920
C -0.1230 5.9687 2.1370 0.2932 -1.8045 4.8901
C -0.5388 7.5501 2.0345 -0.3537 0.5333 -0.7090
N 0.0029 5.4390 3.4278 -0.2889 1.9674 -5.9252
N -2.4869 4.1847 0.4521 4.4083 -4.8806 -2.0718
C -3.2721 5.4056 0.8639 -1.0742 1.3550 -0.0804
C -3.9007 5.3806 2.3725 -1.2401 -0.1646 1.2189
C -4.5581 3.9556 2.8436 -0.8288 -0.0672 -0.1331
F -2.9893 5.8199 3.4530 -1.4180 -0.8178 -2.6446
H -6.7433 5.1383 -0.4970 -0.3322 -2.5077 0.2034
H -7.0031 3.5008 0.5426 0.3709 0.9471 -2.1024
H -7.9132 3.7646 -1.0927 2.1312 0.5346 1.3115
H -5.1024 4.1529 -2.0279 -1.5148 -1.9121 1.0330
H -6.1442 2.4886 -2.1836 0.9456 1.9207 1.4889
H -4.9887 0.4743 -0.4743 -0.7015 1.5623 1.6886
H -2.5803 -0.3265 -0.2005 0.8554 1.5128 -1.8946
H -3.1431 0.3275 -1.8763 2.3093 0.5373 1.4586
H 0.9564 1.4818 -1.3621 -0.9431 1.1501 2.3878
H 1.6342 2.8208 -0.2338 -2.4583 -1.4683 -0.2108
H 1.1213 -0.1889 0.5995 0.0362 2.5532 0.4873
H 2.2785 1.1801 1.3008 -2.4040 -0.6360 -1.0401
H 0.8802 0.8027 3.2188 -1.4400 0.6846 -2.0749
H -0.0965 2.2420 2.4930 0.5569 -2.1322 -0.6488
H -2.0786 0.7352 2.1338 1.9031 -1.2333 0.3524
H -1.0484 -0.6610 1.3975 0.1595 1.2126 2.4028
H -2.8052 -0.2804 5.1025 1.9671 1.1062 -1.2608
H -1.1202 0.4981 5.5233 -1.4979 -0.5101 -2.0248
H -2.2230 1.3290 4.2331 0.6497 -2.0432 0.4135
H 0.5604 5.5673 -0.0413 -0.8165 -1.2374 1.7160
H 1.1878 4.3426 1.2505 -2.4521 1.1082 -0.7762
H -0.3115 8.0277 0.9680 -0.3016 -1.2774 2.2076
H -1.7065 7.7279 2.2026 2.5785 -0.7308 -0.1814
H 0.0117 8.2301 2.8336 -1.0457 -1.8885 -1.5944
H 0.3055 4.4356 3.3651 -0.3511 0.9793 -0.1260
H -4.2056 5.4575 0.1201 2.0098 -0.3264 1.6825
H -2.6929 6.4317 0.6706 -0.9226 -2.6122 0.5102
H -4.7994 6.1674 2.3692 2.2104 -1.5225 -0.0425
H -3.9701 2.9990 2.5160 -0.9681 1.9171 0.4880
H -5.6523 3.9222 2.3692 2.4208 -0.0810 0.9113
H -4.7232 3.8747 4.0159 0.5658 0.5900 -2.5460
Cl 1.6949 -4.7336 0.3461 -0.0404 0.0431 -0.1150
C 2.2190 -4.4391 2.0229 0.1059 0.0832 0.4283
C 1.2693 -3.5140 2.7670 -0.0074 -0.4001 0.0823
Cl 1.3300 -1.8462 2.1445 0.3512 -0.5127 0.1810
H 3.2360 -4.0353 1.9949 -0.2709 -0.0178 -0.0754
H 2.2538 -5.4136 2.5191 -0.1214 0.1813 -0.0601
H 1.5474 -3.4674 3.8241 0.0373 -0.0405 -0.2038
H 0.2338 -3.8627 2.7028 0.3208 0.1491 -0.0920
Cl 2.8805 -0.2033 -4.9320 0.0329 -0.0431 0.0293
C 1.6995 -1.4749 -5.3336 -0.2692 -0.1793 -0.0749
C 1.7213 -2.6163 -4.3296 -0.2260 0.2127 -0.0346
Cl 3.2226 -3.5698 -4.4283 0.0294 -0.0106 0.0614
H 1.9109 -1.8263 -6.3485 0.0758 0.0429 0.2646
H 0.7133 -1.0010 -5.3366 0.1498 -0.1071 0.1222
H 0.8953 -3.3049 -4.5312 0.1178 0.1251 -0.0588
H 1.6175 -2.2521 -3.3027 0.1806 -0.0253 -0.3862
Cl 6.6607 -3.8197 -8.8783 -0.0203 0.0261 -0.0715
C 7.1848 -3.5252 -7.2015 0.0878 0.0542 0.3169
C 6.2351 -2.6001 -6.4575 -0.2671 -0.4839 0.1129
Cl 6.2958 -0.9323 -7.0799 -0.0195 0.0279 -0.0488
H 8.2018 -3.1214 -7.2296 -0.3026 -0.0379 -0.0477
H 7.2196 -4.4997 -6.7054 -0.0694 0.1899 -0.0197
H 6.5131 -2.5535 -5.4003 -0.1792 -0.1094 -0.3917
H 5.1996 -2.9488 -6.5217 0.2456 0.1031 -0.1528
Cl -3.7803 -3.0608 -0.8912 -0.1343 0.1990 0.0010
C -3.0655 -4.6671 -0.6048 0.2878 -0.5186 0.0774
C -3.9248 -5.7867 -1.1698 0.1355 0.0173 -0.1241
Cl -5.4508 -5.9815 -0.2719 0.0405 0.0726 -0.0343
H -2.9101 -4.7823 0.4726 -0.1621 0.0637 -0.2291
H -2.0857 -4.6685 -1.0915 -0.1805 -0.0033 0.0015
H -3.3908 -6.7389 -1.0962 -0.0057 0.2221 0.0614
H -4.1701 -5.6148 -2.2225 0.0253 0.0471 0.2597
Cl -1.8787 -5.3152 7.8091 0.0539 0.0107 -0.0678
C -0.7576 -4.1805 7.0164 0.1233 0.1271 -0.0655
C -1.1137 -3.9474 5.5569 -0.0262 0.3383 0.2352
Cl -0.8245 -5.3918 4.5553 -0.1124 -0.1935 0.0678
H 0.2579 -4.5742 7.1259 -0.2502 0.0098 -0.0857
H -0.8181 -3.2382 7.5690 -0.0417 -0.1091 -0.1707
H -0.4912 -3.1473 5.1452 -0.0661 -0.0716 0.0900
H -2.1624 -3.6572 5.4390 0.2181 -0.1671 0.0552
Cl 9.3950 -4.8953 -3.9689 -0.0586 0.0180 -0.0581
C 10.4065 -3.4497 -3.7239 0.2074 0.2570 0.0809
C 9.5767 -2.2149 -3.4109 0.2315 -0.0669 0.2335
Cl 8.6246 -1.6711 -4.8147 0.4592 0.2147 0.3185
H 11.0186 -3.3077 -4.6202 -0.2361 -0.0111 0.1529
H 11.0756 -3.6701 -2.8869 -0.1693 0.0716 -0.0888
H 10.2340 -1.3852 -3.1340 -0.0349 -0.1807 -0.0942
H 8.8859 -2.3930 -2.5809 0.1133 -0.0509 -0.2462
```
Positions in Å, forces in eV/Å.

Properties
E = -266303.3564 eV
Charge = +1
HOMO-LUMO gap = 7.70 eV

=====

Among the records above, which one has the lowest E?
C30H55BBrCl12FN3O3